Entry 1:
This record from OMol25 describes the ion C3H8NO2 with charge -1. The level of theory is ωB97M-V/def2-TZVPD.

CARTESIAN COORDINATES (ANGSTROEM)
N: 1.30 -0.08 1.33
C: 0.46 0.15 0.11
C: 0.79 -0.71 -1.16
O: 0.27 -0.24 -2.33
C: -1.13 0.01 0.41
O: -1.85 0.76 1.45
H: 2.16 -0.37 1.15
H: 1.33 0.74 1.88
H: 0.75 1.11 -0.44
H: 2.05 -0.61 -1.29
H: 0.75 -1.82 -1.14
H: -1.69 0.15 -0.47
H: -1.21 -1.09 0.65
H: -1.32 1.56 1.26

Summary:
- LUMO level: 3.91 eV
- HOMO-LUMO gap: 6.23 eV
- SMILES: N[C@@H](C[O-])CO
- Max |F|: 4.97 eV/Å
- Relative energy (zero: lowest compared OMol25 entry of this formula, charge and spin): 92.35 kcal per mole
- Total charge: -1
- Spin multiplicity: 1

Results of the Mulliken charge analysis, in e, for atoms 1 through 8: atom 1 (N): -0.622, atom 2 (C): 0.246, atom 3 (C): -0.684, atom 4 (O): -0.846, atom 5 (C): -0.495, atom 6 (O): -0.511, atom 7 (H): 0.234, atom 8 (H): 0.204

***

Entry 2:
This record from OMol25 describes an isolated molecule of C3H5N3O. The level of theory is ωB97M-V/def2-TZVPD.

CARTESIAN COORDINATES (ANGSTROEM)
N: 2.45 0.76 -0.32
C: 1.51 0.19 -0.01
C: 0.29 -0.50 0.38
N: 0.22 -1.89 -0.09
C: -0.94 0.29 -0.07
N: -0.69 1.57 0.06
O: -1.95 -0.09 -0.55
H: 0.14 -0.48 1.51
H: -0.76 -2.20 0.22
H: 0.65 -1.89 -0.92
H: 0.22 1.93 0.31
H: -1.13 2.30 -0.52

Summary:
- LUMO level: 0.60 eV
- HOMO-LUMO gap: 10.46 eV
- SMILES: N#C[C@H](N)C(N)=O
- Max |F|: 6.46 eV/Å
- Relative energy (zero: lowest compared OMol25 entry of this formula, charge and spin): 40.15 kcal per mole
- Total charge: 0
- Spin multiplicity: 1

Results of the Mulliken charge analysis, in e, for atoms 1 through 8: atom 1 (N): -0.387, atom 2 (C): 0.043, atom 3 (C): 0.203, atom 4 (N): -0.566, atom 5 (C): 0.466, atom 6 (N): -0.411, atom 7 (O): -0.580, atom 8 (H): 0.233

***

Entry 3:
This record from OMol25 describes a structure of composition C21H28Br2Cl3K2MgN3O10P2. The level of theory is ωB97M-V/def2-TZVPD.

CARTESIAN COORDINATES (ANGSTROEM)
C: -0.36 3.65 -4.09
C: 0.80 2.58 -3.83
C: 1.86 2.40 -4.92
C: 2.87 1.48 -4.65
C: 2.86 0.73 -3.38
C: 1.86 0.92 -2.40
C: 0.87 1.83 -2.64
C: -0.23 2.17 -1.61
N: 0.19 1.78 -0.24
N: 0.82 2.76 0.37
C: 1.23 2.53 1.59
C: 1.97 3.67 2.26
C: 3.48 3.27 2.24
O: 4.18 3.45 3.21
C: 0.98 1.28 2.21
C: 1.45 1.06 3.66
C: 0.35 1.34 4.73
C: 0.03 2.82 4.94
Br: -1.32 0.37 4.43
C: 0.34 0.25 1.54
C: -0.08 0.55 0.19
P: -0.93 -0.82 -0.76
P: -1.96 -2.14 0.72
O: -1.19 -3.36 0.92
O: -2.22 -1.41 2.13
O: -3.44 -2.55 0.21
H: -0.07 4.67 -3.82
H: -1.27 3.39 -3.53
H: -0.68 3.67 -5.16
H: 1.84 3.02 -5.88
H: 3.69 1.35 -5.44
H: 3.67 0.03 -3.22
H: 1.88 0.35 -1.48
H: -1.22 1.77 -1.87
H: -0.32 3.26 -1.64
H: 1.71 3.78 3.31
H: 1.90 4.59 1.68
H: 3.97 2.86 1.33
H: 1.76 0.02 3.76
H: 2.29 1.72 3.87
H: 0.75 0.97 5.68
H: -0.80 2.94 5.64
H: 0.93 3.36 5.27
H: -0.31 3.28 4.00
H: 0.16 -0.73 1.97
H: -2.00 -0.24 -1.50
H: -2.21 -0.44 2.06
H: -3.85 -1.71 -0.08
C: -0.46 -5.27 3.10
C: -1.47 -6.10 3.86
O: -0.76 -6.42 5.08
C: 0.21 -5.44 5.25
O: 0.86 -5.34 6.24
O: 0.32 -4.67 4.17
H: -0.92 -4.50 2.48
H: 0.20 -5.88 2.48
H: -2.37 -5.53 4.12
H: -1.76 -7.00 3.33
Cl: 5.06 1.19 -6.76
N: -1.73 0.18 -4.97
O: -2.39 0.36 -3.94
O: -1.60 1.14 -5.78
O: -1.19 -0.89 -5.22
K: -0.12 2.21 -6.37
K: 4.12 -0.03 -8.85
C: -5.45 -3.04 -2.43
Cl: -7.10 -2.74 -2.98
Cl: -4.43 -1.59 -2.63
H: -5.47 -3.31 -1.38
H: -5.02 -3.84 -3.01
Br: 4.84 1.94 -3.41
Mg: 0.45 -7.97 5.77

Summary:
- LUMO level: -8.37 eV
- HOMO-LUMO gap: 1.03 eV
- Max |F|: 6.49 eV/Å
- Relative energy (zero: lowest compared OMol25 entry of this formula, charge and spin): 0.00 kcal per mole
- Total charge: +2
- Spin multiplicity: 1

Results of the Mulliken charge analysis, in e, for atoms 1 through 8: atom 1 (C): -1.604, atom 2 (C): 0.749, atom 3 (C): -0.733, atom 4 (C): -0.618, atom 5 (C): -0.987, atom 6 (C): -0.087, atom 7 (C): 1.516, atom 8 (C): -2.616

***

Entry 4:
This record from OMol25 describes a structure of composition C36H54BBrMnN14PSi. The level of theory is ωB97M-V/def2-TZVPD.

CARTESIAN COORDINATES (ANGSTROEM)
Mn: -0.30 -1.65 1.58
C: -4.87 1.95 0.48
C: -3.59 1.64 -0.03
N: -2.72 1.41 0.95
N: -3.41 1.52 2.14
C: -4.73 1.72 1.86
B: -2.82 0.53 3.21
N: -1.28 0.80 3.45
C: -0.68 1.65 4.37
C: 0.67 1.31 4.54
C: 0.92 0.28 3.59
N: -0.25 0.02 2.94
N: -3.07 -0.94 2.85
C: -4.35 -1.43 2.83
C: -4.53 -2.29 1.75
C: -3.26 -2.37 1.13
N: -2.40 -1.52 1.72
N: -3.54 0.84 4.54
C: -3.86 2.10 4.94
C: -4.05 2.10 6.32
C: -3.78 0.78 6.67
N: -3.49 -0.01 5.62
H: -5.77 2.17 -0.09
H: -3.27 1.60 -1.04
H: -5.45 1.64 2.64
H: -1.24 2.38 4.92
H: 1.40 1.78 5.19
H: 1.88 -0.20 3.36
H: -5.07 -1.07 3.56
H: -5.44 -2.87 1.48
H: -2.98 -2.94 0.21
H: -3.87 2.93 4.25
H: -4.30 2.97 6.96
H: -3.76 0.33 7.66
C: 5.07 -3.22 0.61
N: 3.87 -2.41 0.62
C: 3.86 -1.07 0.29
C: 2.64 -0.60 0.73
N: 1.85 -1.60 1.28
C: 2.64 -2.74 1.15
P: 1.94 -4.42 1.43
C: 0.59 -4.32 0.12
N: -0.13 -3.17 -0.05
C: -0.78 -3.34 -1.26
C: -0.44 -4.51 -1.85
N: 0.40 -5.16 -0.95
C: 1.06 -6.41 -1.23
C: 1.04 -4.16 3.02
N: -0.06 -3.38 3.13
C: -0.33 -3.35 4.55
C: 0.66 -4.02 5.22
N: 1.51 -4.52 4.27
C: 2.74 -5.18 4.55
H: 5.58 -2.98 -0.34
H: 5.72 -2.99 1.47
H: 4.79 -4.29 0.68
H: 4.74 -0.53 -0.07
H: 2.24 0.42 0.67
H: -1.39 -2.49 -1.66
H: -0.68 -4.93 -2.82
H: 0.40 -7.06 -1.85
H: 2.01 -6.26 -1.82
H: 1.32 -6.92 -0.32
H: -1.27 -2.93 4.92
H: 0.80 -4.22 6.27
H: 2.71 -5.65 5.54
H: 2.88 -5.99 3.82
H: 3.65 -4.54 4.55
C: 3.41 2.05 -2.53
C: 2.54 1.96 -3.82
C: 2.96 2.86 -4.98
C: 2.79 0.47 -4.30
Si: 0.67 2.33 -3.45
Br: -0.07 0.51 -2.38
C: -0.48 2.48 -5.01
C: -0.14 3.83 -5.82
C: -0.16 1.21 -5.88
C: -2.00 2.38 -4.69
C: 0.48 3.68 -2.12
C: -0.95 4.22 -2.12
C: 1.42 4.84 -2.52
C: 0.76 3.24 -0.67
H: 4.45 1.75 -2.76
H: 3.03 1.34 -1.77
H: 3.48 3.04 -2.02
H: 3.91 2.49 -5.46
H: 3.06 3.94 -4.81
H: 2.24 2.74 -5.81
H: 3.90 0.34 -4.29
H: 2.39 0.23 -5.30
H: 2.42 -0.26 -3.58
H: 0.93 4.10 -5.96
H: -0.58 4.66 -5.24
H: -0.66 3.80 -6.82
H: 0.90 1.02 -6.20
H: -0.79 1.24 -6.77
H: -0.47 0.33 -5.30
H: -2.51 3.34 -4.60
H: -2.19 1.85 -3.72
H: -2.50 1.73 -5.44
H: -1.29 4.64 -3.12
H: -1.03 5.05 -1.36
H: -1.70 3.46 -1.90
H: 1.23 5.09 -3.58
H: 2.51 4.65 -2.41
H: 1.18 5.72 -1.89
H: 0.01 2.47 -0.34
H: 0.66 4.15 0.00
H: 1.79 2.85 -0.50

Summary:
- LUMO level (spin up / spin down): -4.99 / -9.53 eV
- HOMO-LUMO gap (spin up / spin down): 7.73 / 3.19 eV
- Max |F|: 3.01 eV/Å
- Relative energy (zero: lowest compared OMol25 entry of this formula, charge and spin): 106.67 kcal per mole
- Total charge: +2
- Spin multiplicity: 5

Results of the Mulliken charge analysis, in e, for atoms 1 through 8: atom 1 (Mn): -0.320, atom 2 (C): -1.303, atom 3 (C): -0.246, atom 4 (N): -0.562, atom 5 (N): 0.386, atom 6 (C): -0.186, atom 7 (B): 0.687, atom 8 (N): -0.458

***

Entry 5:
This record from OMol25 describes a structure of composition C28H30BrHgN6OS. The level of theory is ωB97M-V/def2-TZVPD.

CARTESIAN COORDINATES (ANGSTROEM)
Hg: -13.46 -9.84 8.09
C: -15.75 -15.37 10.18
C: -17.11 -15.42 9.44
C: -18.21 -15.64 10.52
C: -17.19 -16.60 8.47
C: -17.44 -14.12 8.72
C: -18.68 -13.98 8.07
C: -19.00 -12.83 7.30
C: -18.10 -11.78 7.28
S: -18.24 -10.21 6.48
C: -16.60 -9.84 7.07
N: -16.04 -10.78 7.84
C: -16.87 -11.89 7.94
C: -16.53 -13.07 8.61
C: -15.86 -8.60 6.70
C: -16.51 -7.57 6.00
C: -15.80 -6.49 5.54
C: -14.47 -6.31 5.84
C: -13.86 -7.25 6.64
C: -14.53 -8.40 7.06
H: -15.59 -16.36 10.67
H: -15.73 -14.55 10.92
H: -14.92 -15.18 9.45
H: -17.96 -16.47 11.23
H: -19.21 -15.82 10.04
H: -18.32 -14.71 11.14
H: -16.90 -17.55 8.95
H: -16.49 -16.40 7.63
H: -18.20 -16.72 8.02
H: -19.39 -14.78 8.17
H: -19.98 -12.71 6.87
H: -15.57 -13.13 9.12
H: -17.55 -7.68 5.69
H: -16.29 -5.76 4.89
H: -13.92 -5.43 5.50
H: -12.83 -7.09 6.95
C: -12.63 -15.46 7.67
N: -12.87 -14.22 8.37
C: -12.69 -12.90 10.51
C: -12.85 -11.81 9.70
O: -12.83 -10.58 10.13
N: -13.01 -11.94 8.36
C: -12.92 -13.10 7.71
N: -12.94 -13.00 6.37
H: -12.97 -16.30 8.27
H: -11.56 -15.57 7.42
H: -13.15 -15.48 6.70
H: -12.70 -13.85 9.84
H: -12.59 -12.88 11.59
H: -12.83 -12.09 5.95
H: -12.77 -13.82 5.80
Br: -7.56 -5.07 7.38
C: -8.94 -6.31 7.63
C: -9.75 -6.19 8.77
C: -10.81 -7.10 8.95
N: -11.03 -8.08 8.07
C: -10.26 -8.21 6.98
C: -9.25 -7.30 6.70
H: -9.57 -5.42 9.54
H: -11.48 -7.02 9.78
H: -10.46 -9.04 6.35
H: -8.70 -7.39 5.76
C: -9.32 -12.06 10.23
C: -9.66 -11.51 8.95
N: -9.88 -10.94 7.96
H: -8.28 -12.42 10.20
H: -10.01 -12.91 10.49
H: -9.41 -11.30 11.02

Summary:
- LUMO level (spin up / spin down): 0.19 / -1.08 eV
- HOMO-LUMO gap (spin up / spin down): 8.36 / 7.09 eV
- Max |F|: 3.80 eV/Å
- Relative energy (zero: lowest compared OMol25 entry of this formula, charge and spin): 0.00 kcal per mole
- Total charge: 0
- Spin multiplicity: 2

Results of the Mulliken charge analysis, in e, for atoms 1 through 8: atom 1 (Hg): 0.335, atom 2 (C): -1.564, atom 3 (C): 2.118, atom 4 (C): -1.627, atom 5 (C): -1.597, atom 6 (C): -0.062, atom 7 (C): -0.484, atom 8 (C): -1.208

***

Entry 6:
This record from OMol25 describes a cluster of 3 separate species, C38H79B2BrN3O14P2S3 in total. The level of theory is ωB97M-V/def2-TZVPD.

CARTESIAN COORDINATES (ANGSTROEM)
C: 4.50 0.18 -1.89
C: 3.85 -0.55 -0.70
O: 2.49 -0.92 -0.87
C: 2.21 -1.54 -2.14
C: 0.78 -2.06 -2.09
O: 0.02 -1.38 -3.07
C: -1.38 -1.52 -2.90
C: -2.03 -0.23 -3.40
O: -2.22 0.60 -2.25
C: -2.27 1.99 -2.55
C: -1.84 2.77 -1.29
S: -2.94 1.98 0.03
C: -2.32 4.25 -1.16
P: -4.16 4.30 -1.55
P: -5.24 4.62 0.33
O: -6.22 3.58 0.51
O: -4.20 4.59 1.60
O: -5.88 6.11 0.35
C: -1.40 5.36 -1.74
C: -2.11 6.74 -1.79
C: -2.99 7.15 -0.60
O: -3.67 8.14 -0.68
B: -1.25 5.14 -3.34
O: -0.22 5.59 -4.07
O: -2.31 4.60 -4.08
N: -0.13 5.37 -0.96
C: -0.20 6.15 0.33
O: 0.86 6.18 -1.64
C: 0.55 4.00 -0.74
Br: 2.02 3.95 -2.39
C: 1.65 4.02 0.31
S: 1.34 4.24 2.09
C: 2.35 3.03 2.98
C: 2.19 3.39 4.47
C: -0.32 2.67 -0.93
S: 0.46 1.63 -2.30
B: -0.26 1.55 0.29
O: -0.14 0.21 0.00
O: -0.41 1.89 1.60
C: -0.53 0.86 2.57
C: -1.88 0.17 2.60
H: 3.80 0.61 -2.60
H: 5.09 1.02 -1.51
H: 5.22 -0.48 -2.36
H: 4.46 -1.41 -0.40
H: 3.87 0.15 0.14
H: 2.22 -0.83 -2.96
H: 2.93 -2.35 -2.28
H: 0.34 -1.83 -1.12
H: 0.73 -3.15 -2.22
H: -1.76 -2.35 -3.50
H: -1.66 -1.62 -1.85
H: -3.00 -0.44 -3.86
H: -1.35 0.20 -4.14
H: -3.32 2.16 -2.80
H: -1.73 2.25 -3.47
H: -4.09 1.75 -0.63
H: -2.29 4.43 -0.08
H: -4.49 5.47 -2.29
H: -4.25 5.40 2.13
H: -5.52 6.63 1.08
H: -1.39 7.54 -1.92
H: -2.76 6.83 -2.66
H: -2.97 6.53 0.32
H: -0.35 5.39 -5.01
H: -3.11 5.14 -4.00
H: 0.79 6.38 0.67
H: -0.78 5.62 1.08
H: -0.62 7.14 0.18
H: 0.54 7.10 -1.63
H: 2.31 4.84 0.05
H: 2.26 3.14 0.15
H: 3.37 3.13 2.64
H: 1.99 2.02 2.81
H: 1.20 3.82 4.60
H: 2.90 4.16 4.77
H: 2.31 2.51 5.09
H: 1.51 1.02 -1.71
H: 0.77 -0.06 0.23
H: 0.29 0.14 2.58
H: -0.44 1.36 3.54
H: -1.77 -0.70 3.24
H: -2.10 -0.22 1.61
H: -2.67 0.83 2.95
C: 7.52 -6.62 -2.88
C: 6.99 -5.17 -2.81
C: 8.13 -4.19 -3.09
C: 9.13 -4.06 -1.94
C: 8.41 -3.75 -0.63
C: 7.28 -4.73 -0.32
N: 6.36 -4.92 -1.48
O: 5.60 -3.87 -1.57
C: 7.89 -6.08 0.11
C: 6.52 -4.25 0.91
C: 5.97 -5.06 -3.94
H: 7.36 -7.05 -3.87
H: 8.59 -6.70 -2.70
H: 7.00 -7.27 -2.18
H: 7.72 -3.19 -3.30
H: 8.66 -4.49 -4.00
H: 9.71 -4.98 -1.84
H: 9.85 -3.27 -2.16
H: 9.13 -3.74 0.19
H: 8.00 -2.73 -0.70
H: 7.11 -6.83 0.26
H: 8.42 -5.97 1.06
H: 8.61 -6.48 -0.59
H: 6.13 -3.24 0.79
H: 7.19 -4.23 1.78
H: 5.69 -4.92 1.15
H: 5.13 -5.75 -3.77
H: 6.43 -5.32 -4.89
H: 5.57 -4.06 -4.05
C: -6.78 -3.31 5.11
C: -5.52 -2.94 4.28
C: -5.34 -1.42 4.27
C: -6.34 -0.69 3.38
C: -6.35 -1.28 1.97
C: -6.56 -2.79 1.96
N: -5.64 -3.49 2.90
O: -4.46 -3.53 2.37
C: -8.03 -3.11 2.31
C: -6.39 -3.31 0.53
C: -4.36 -3.57 5.04
H: -6.52 -3.55 6.14
H: -7.51 -2.50 5.16
H: -7.28 -4.19 4.71
H: -4.33 -1.18 3.91
H: -5.41 -1.03 5.29
H: -7.35 -0.73 3.81
H: -6.08 0.37 3.33
H: -7.12 -0.79 1.37
H: -5.39 -1.04 1.49
H: -8.19 -4.18 2.39
H: -8.69 -2.74 1.52
H: -8.37 -2.64 3.23
H: -5.42 -3.06 0.11
H: -7.15 -2.87 -0.12
H: -6.51 -4.40 0.50
H: -4.46 -4.66 5.07
H: -4.35 -3.21 6.07
H: -3.39 -3.33 4.61

Summary:
- LUMO level (spin up / spin down): -3.59 / -3.59 eV
- HOMO-LUMO gap (spin up / spin down): 6.19 / 6.46 eV
- Max |F|: 3.04 eV/Å
- Total charge: +1
- Spin multiplicity: 3

Results of the Mulliken charge analysis, in e, for atoms 1 through 8: atom 1 (C): -0.955, atom 2 (C): -0.233, atom 3 (O): -0.393, atom 4 (C): -0.410, atom 5 (C): -0.016, atom 6 (O): -0.333, atom 7 (C): -0.575, atom 8 (C): -0.809

***

Which formula does entry 4 have?
C36H54BBrMnN14PSi